*P*
Below is 4 unconnected molecules or ions with the total composition C3H15NO3, with properties calculated with ωB97M-V/def2-TZVPD.

Cartesian coordinates (Å):
C -0.91 -1.39 1.06
C -0.07 -2.09 0.03
C 1.33 -1.47 -0.21
N -1.50 -0.12 0.61
H -1.77 -2.01 1.33
H -0.33 -1.22 1.99
H 0.13 -3.13 0.36
H -0.69 -2.23 -0.86
H 1.95 -1.61 0.67
H 1.70 -1.89 -1.14
H 1.16 -0.44 -0.52
H -1.03 0.24 -0.21
H -2.49 -0.07 0.45
H -0.36 3.06 -0.86
H 0.34 2.24 0.23
O 0.30 2.37 -0.74
H 0.63 2.27 2.86
H -0.23 1.27 2.07
O 0.26 2.11 1.99
H 1.24 1.50 -3.20
H -0.04 1.47 -2.55
O 0.36 1.15 -3.38

Calculated values
Multiplicity: 1
HOMO level in eV: -9.37
HOMO-LUMO gap in eV: 10.0
Structure (SMILES): CCCN.O.O.O
Net charge: 0

***

*Q*
Below is 4 unconnected molecules or ions with the total composition C3H15NO3, with properties calculated with ωB97M-V/def2-TZVPD.

Cartesian coordinates (Å):
C -0.62 -0.37 1.76
C -0.45 1.01 2.53
C -0.50 2.27 1.73
N 0.06 -0.46 0.46
H -0.04 -1.11 2.33
H -1.64 -0.64 1.56
H -1.14 0.85 3.31
H 0.49 0.87 2.93
H -1.33 2.26 1.10
H -0.31 3.07 2.44
H 0.43 2.42 1.09
H 1.00 -0.77 0.73
H -0.32 -1.27 -0.05
H -2.04 -0.17 -2.94
H -0.43 0.25 -2.76
O -1.11 -0.45 -2.85
H 0.58 1.35 -0.82
H 1.70 2.19 -1.53
O 0.82 1.54 -1.78
H 1.62 -3.36 -1.84
H 2.23 -3.11 -0.48
O 1.31 -3.23 -0.93

Calculated values
Multiplicity: 1
HOMO level in eV: -9.24
HOMO-LUMO gap in eV: 9.8
Structure (SMILES): CCCN.O.O.O
Net charge: 0

***

Referenced to the most stable arrangement, the calculated values in hartree are *P* 0.0000; *Q* 0.0556.

***

*P*
Below is 4 unconnected molecules or ions with the total composition C3H15NO3, with properties calculated with ωB97M-V/def2-TZVPD.

Cartesian coordinates (Å):
C 0.30 1.09 1.69
C 1.54 0.80 0.86
N 1.36 -0.06 -0.31
C 2.54 -0.69 -0.83
H 0.34 2.01 2.24
H 0.05 0.23 2.32
H -0.61 1.15 1.09
H 2.25 0.29 1.52
H 2.03 1.74 0.58
H 0.85 0.50 -0.98
H 3.06 -1.17 -0.01
H 2.25 -1.47 -1.52
H 3.16 0.04 -1.35
H -2.46 -0.94 0.28
H -3.35 -0.73 -0.95
O -3.20 -0.41 -0.06
H -1.02 0.52 -2.38
H -1.87 0.74 -1.14
O -1.08 1.09 -1.60
H -0.41 -2.40 0.70
H 0.05 -1.02 0.24
O -0.78 -1.54 0.48

Calculated values
Multiplicity: 1
HOMO level in eV: -9.25
HOMO-LUMO gap in eV: 9.9
Structure (SMILES): CCNC.O.O.O
Net charge: 0

***

*Q*
Below is 4 unconnected molecules or ions with the total composition C3H15NO3, with properties calculated with ωB97M-V/def2-TZVPD.

Cartesian coordinates (Å):
C -1.23 -1.65 -0.68
C 0.13 -1.78 -1.34
C 1.21 -2.31 -0.45
N -1.17 -1.34 0.80
H -1.93 -0.99 -1.21
H -1.70 -2.65 -0.64
H -0.02 -2.66 -2.07
H 0.49 -0.99 -2.00
H 2.07 -2.53 -0.95
H 1.43 -1.63 0.43
H 0.82 -3.31 -0.13
H -1.98 -1.27 1.45
H -0.57 -0.55 1.12
H 1.85 1.62 0.14
H 0.73 0.91 -0.53
O 1.62 0.71 -0.15
H -2.01 1.48 -0.11
H -1.02 2.52 0.22
O -1.19 1.91 -0.59
H 1.24 2.95 2.58
H 0.47 4.11 2.11
O 0.52 3.23 1.84

Calculated values
Multiplicity: 1
HOMO level in eV: -8.54
HOMO-LUMO gap in eV: 8.7
Structure (SMILES): CCCN.O.O.O
Net charge: 0

***

Referenced to the most stable arrangement, the calculated values in hartree are *P* 0.0000; *Q* 0.0554.

***

*P*
Below is 4 unconnected molecules or ions with the total composition C3H15NO3, with properties calculated with ωB97M-V/def2-TZVPD.

Cartesian coordinates (Å):
C -0.32 2.15 -1.22
N 0.17 0.81 -1.19
C 1.57 0.53 -0.86
C -0.34 -0.08 -2.27
H -0.17 2.58 -0.23
H 0.16 2.82 -1.96
H -1.41 2.21 -1.34
H 1.85 -0.49 -1.12
H 1.77 0.47 0.23
H 2.21 1.29 -1.30
H -0.31 -1.12 -1.98
H -1.41 0.17 -2.24
H 0.22 0.14 -3.18
H -4.05 -1.11 0.06
H -2.74 -1.13 0.97
O -3.52 -0.63 0.68
H 0.25 -1.48 1.61
H -0.26 -0.16 0.84
O -0.48 -0.84 1.49
H 3.59 -0.92 2.37
H 2.21 -0.79 2.84
O 2.85 -1.49 2.68

Calculated values
Multiplicity: 1
HOMO level in eV: -8.51
HOMO-LUMO gap in eV: 9.0
Structure (SMILES): CN(C)C.O.O.O
Net charge: 0

***

*Q*
Below is 4 unconnected molecules or ions with the total composition C3H15NO3, with properties calculated with ωB97M-V/def2-TZVPD.

Cartesian coordinates (Å):
C -1.18 0.83 -0.41
C -1.15 -0.71 -0.33
C -2.58 -1.25 -0.07
N -0.45 -1.27 -1.50
H -1.99 1.30 -0.96
H -1.12 1.08 0.64
H -0.27 1.20 -0.89
H -0.52 -0.95 0.56
H -2.99 -0.75 0.81
H -3.17 -1.10 -0.96
H -2.65 -2.26 0.24
H -0.95 -1.35 -2.36
H 0.19 -2.06 -1.36
H 3.18 0.31 0.50
H 2.96 -0.25 1.99
O 3.03 0.53 1.44
H 1.89 0.37 -1.15
H 3.22 0.99 -1.55
O 2.82 0.16 -1.27
H 1.27 1.67 1.74
H -0.01 2.10 2.68
O 0.46 1.41 2.21

Calculated values
Multiplicity: 1
HOMO level in eV: -8.83
HOMO-LUMO gap in eV: 9.6
Structure (SMILES): CC(C)N.O.O.O
Net charge: 0

***

Referenced to the most stable arrangement, the calculated values in hartree are *P* 0.0261; *Q* 0.0000.

***

*P*
Below is 2 unconnected molecules or ions with the total composition C6H12NO2, with properties calculated with ωB97M-V/def2-TZVPD.

Cartesian coordinates (Å):
C -1.26 -1.06 -0.60
C -0.09 -0.89 0.38
C -0.18 0.52 0.92
C -1.98 0.18 -0.28
C 1.50 1.83 -0.68
C -0.25 -1.82 1.62
N 2.21 0.86 -1.26
O -1.33 0.98 0.45
O 0.44 2.27 -1.41
H -1.01 -0.98 -1.71
H -1.71 -2.11 -0.45
H 0.88 -1.11 -0.18
H 0.00 0.89 1.88
H -2.89 0.42 -0.69
H 1.74 2.30 0.21
H -1.21 -1.82 2.14
H 0.64 -1.46 2.27
H -0.17 -2.86 1.19
H 3.13 0.57 -0.96
H 1.58 0.31 -1.87
H -0.02 2.98 -0.99

Calculated values
Multiplicity: 1
HOMO level (alpha / beta) in eV: -11.12 / -11.08
HOMO-LUMO gap (alpha / beta) in eV: 7.0 / 6.7
Net charge: +1

***

*Q*
Below is a gas-phase ion, C6H12NO2 (charge +1), with properties calculated with ωB97M-V/def2-TZVPD.

Cartesian coordinates (Å):
C -0.09 0.49 -1.02
C -1.43 -0.33 -0.99
C -1.28 -1.39 0.13
C 0.03 -1.91 0.06
C 1.85 1.32 0.10
C -0.29 1.58 1.24
N 0.52 0.85 0.19
O 0.50 0.61 -2.08
O 0.41 -2.59 -0.89
H -2.55 0.13 -0.92
H -1.33 -0.74 -1.90
H -1.47 -1.00 1.13
H -2.11 -2.23 0.02
H 0.65 -1.28 0.71
H 2.40 0.63 0.72
H 2.42 1.39 -0.82
H 1.84 2.21 0.65
H -1.14 0.91 1.43
H 0.24 1.55 2.18
H -0.54 2.55 1.06
H 1.39 -2.74 -0.99

Calculated values
Multiplicity: 1
HOMO level in eV: -13.48
HOMO-LUMO gap in eV: 7.7
Net charge: +1

***

*R*
Below is 2 unconnected molecules or ions with the total composition C6H12NO2, with properties calculated with ωB97M-V/def2-TZVPD.

Cartesian coordinates (Å):
C 0.48 -0.81 2.13
C 0.13 1.57 -0.68
C 0.41 0.13 -0.79
C -0.71 2.38 -1.64
C -0.12 -0.79 -1.83
C -0.69 -2.59 3.23
N 1.45 1.11 -1.18
O 1.20 -0.03 2.59
O -0.29 -1.76 2.06
H 0.18 2.01 0.31
H -0.38 3.42 -1.64
H -1.75 2.35 -1.31
H -0.67 1.98 -2.65
H 0.56 -1.63 -1.96
H -0.26 -0.31 -2.81
H -1.08 -1.18 -1.50
H 0.09 -2.58 3.99
H -0.85 -3.59 2.84
H -1.62 -2.17 3.62
H 1.64 1.26 -2.17
H 2.28 1.23 -0.60

Calculated values
Multiplicity: 1
HOMO level (alpha / beta) in eV: -11.68 / -10.81
HOMO-LUMO gap (alpha / beta) in eV: 7.8 / 6.3
Net charge: +1

***

Referenced to the most stable arrangement, the calculated values in hartree are *P* 0.0325; *Q* 0.0000; *R* 0.0465.

***

*P*
Below is 2 unconnected molecules or ions with the total composition C5H7ClO, with properties calculated with ωB97M-V/def2-TZVPD.

Cartesian coordinates (Å):
C 1.50 -1.93 -0.48
C 1.41 -0.63 -0.59
C -1.76 -0.60 0.68
C 0.38 0.16 0.02
C -0.62 2.13 0.49
O 0.58 1.41 0.12
Cl -2.52 -0.34 -0.86
H 2.33 -2.49 -1.03
H 0.97 -2.64 0.31
H 2.06 -0.13 -1.18
H -1.74 -1.79 0.69
H -0.60 2.08 1.61
H -1.39 1.62 0.06
H -0.59 3.16 0.17

Calculated values
Multiplicity: 1
HOMO level in eV: -7.47
HOMO-LUMO gap in eV: 7.0
Net charge: 0

***

*Q*
Below is 2 unconnected molecules or ions with the total composition C5H7ClO, with properties calculated with ωB97M-V/def2-TZVPD.

Cartesian coordinates (Å):
C -3.00 0.47 -0.27
C -1.55 0.15 0.32
C 3.44 -0.53 -0.08
C 2.57 -0.52 1.14
C -0.39 -0.01 -0.31
O 3.33 0.47 0.97
Cl -4.35 -0.58 0.40
H -2.99 0.20 -1.30
H -3.24 1.51 -0.20
H -1.54 0.28 1.34
H 4.38 -1.03 0.24
H 3.07 -0.39 -1.14
H 0.57 0.09 0.28
H -0.31 -0.12 -1.41

Calculated values
Multiplicity: 1
HOMO level in eV: -9.93
HOMO-LUMO gap in eV: 10.5
Net charge: 0

***

*R*
Below is a single C5H7ClO molecule, with properties calculated with ωB97M-V/def2-TZVPD.

Cartesian coordinates (Å):
C 0.33 0.95 0.01
C 0.10 0.31 1.41
C -0.95 -0.70 0.93
C 0.37 -0.18 -0.87
C 0.78 -0.34 -2.13
H 1.02 1.80 0.02
H 1.05 -0.40 1.69
H 0.00 0.92 2.40
H -1.13 -1.66 1.44
H -2.07 -0.31 0.90
H 1.62 0.30 -2.68
H 0.58 -1.36 -2.41
O -0.55 -1.10 -0.31
Cl -1.15 1.77 -0.39

Calculated values
Multiplicity: 1
HOMO level in eV: -8.92
HOMO-LUMO gap in eV: 9.8
Structure (SMILES): C=C1OCC[C@@H]1Cl
Net charge: 0

***

*S*
Below is a molecular structure, C5H7ClO, with properties calculated with ωB97M-V/def2-TZVPD.

Cartesian coordinates (Å):
C -1.16 -0.09 -0.66
C -0.93 1.02 0.02
C -0.32 -0.25 0.58
C 1.16 -0.56 0.44
C 2.01 0.31 0.08
H -2.32 -1.57 0.03
H -0.57 -0.28 -1.56
H -0.05 1.55 -0.46
H -1.69 1.63 0.63
H -0.75 -0.90 1.43
H 1.45 -1.69 0.25
H 1.85 1.46 0.11
O -2.31 -0.48 -0.54
Cl 3.62 -0.14 -0.36

Calculated values
Multiplicity: 1
HOMO level in eV: -8.89
HOMO-LUMO gap in eV: 9.2
Net charge: 0

***

Referenced to the most stable arrangement, the calculated values in hartree are *P* 0.1905; *Q* 0.1080; *R* 0.0000; *S* 0.1035.

***

*P*
Below is a single C3H8FN molecule, with properties calculated with ωB97M-V/def2-TZVPD.

Cartesian coordinates (Å):
C 1.73 -0.47 -0.10
C 0.46 0.03 0.44
C -0.60 -0.85 -0.11
H 1.56 -0.54 -1.12
H 2.57 0.10 0.19
H 1.95 -1.45 0.20
H 0.38 0.18 1.43
H -0.55 -1.82 0.37
H -0.55 -1.01 -1.19
H -1.55 0.88 0.10
H -2.39 -0.54 0.61
N -1.83 -0.07 -0.09
F 0.21 1.38 -0.15

Calculated values
Multiplicity: 1
HOMO level in eV: -9.20
HOMO-LUMO gap in eV: 10.3
Structure (SMILES): C[C@@H](F)CN
Net charge: 0

***

*Q*
Below is 2 unconnected molecules or ions with the total composition C3H8FN, with properties calculated with ωB97M-V/def2-TZVPD.

Cartesian coordinates (Å):
C -2.56 -0.34 -0.90
C 3.14 0.69 0.98
C -1.20 -0.22 0.02
N 2.15 0.20 0.31
F -0.22 -0.22 -0.93
H -2.92 -1.33 -1.27
H -3.39 0.15 -0.24
H -2.40 0.28 -1.76
H 3.98 0.14 1.44
H -0.86 -0.87 0.70
H 3.61 1.63 0.80
H -1.48 0.68 0.44
H 2.15 -0.80 0.40

Calculated values
Multiplicity: 1
HOMO level in eV: -9.99
HOMO-LUMO gap in eV: 11.1
Structure (SMILES): C=N.CCF
Net charge: 0

***

Referenced to the most stable arrangement, the calculated values in hartree are *P* 0.0000; *Q* 0.0600.